ORCA calculation (the ωB97M-V functional and the def2-TZVPD basis) on a cluster of 2 separate species, C4H13NO2 in total.

Each line ends with the Löwdin charge.
Element x y z (Å)
C1 2.4347 -1.5007 0.3779  -0.085
C2 0.9816 -1.6323 -0.1043  -0.287
N1 0.6209 -0.6035 -1.0531  -0.084
C3 0.6999 0.7914 -0.7521  -0.246
C4 0.3650 1.1738 0.6943  -0.272
O1 -0.9300 0.7823 1.0766  -0.058
H1 2.8037 -0.5094 0.1205  0.065
H2 2.5181 -1.8459 1.4144  0.076
H3 3.0590 -2.1945 -0.1690  0.059
H4 0.8245 -2.5955 -0.5781  0.105
H5 0.2927 -1.6596 0.7457  0.098
H6 -0.2213 -0.8096 -1.5589  0.102
H7 1.6695 1.2710 -0.9731  0.108
H8 0.0143 1.3642 -1.3748  0.113
H9 0.5777 2.2457 0.7912  0.116
H10 1.0321 0.6017 1.3370  0.103
H11 -1.5825 1.2332 0.5289  0.083
H12 -5.3580 2.0175 -0.0640  0.040
H13 -4.8913 0.6810 -0.6400  0.033
O2 -4.9108 1.1892 0.1809  -0.067

Max |F|   0.02586 Eh/bohr
Net charge   0
Multiplicity   1
LUMO   0.5841 eV
ΔE to the lowest compared entry with this formula, charge and spin   26.97 kcal per mole

***

ORCA calculation (the ωB97M-V functional and the def2-TZVPD basis) on a cluster of 3 separate species, C4H13NO2 in total.

Each line ends with the Löwdin charge.
Element x y z (Å)
C1 -1.0060 1.2128 0.7765  -0.196
N1 -1.7241 0.7816 -0.4375  -0.088
C2 -0.8613 0.4081 -1.5124  -0.293
C3 0.4176 1.2067 -1.2756  -0.167
C4 0.4928 0.9460 0.2931  -0.154
H1 -1.2271 0.5976 1.6759  0.101
H2 -1.2407 2.2229 1.1048  0.091
H3 -2.5105 0.1274 -0.2829  0.119
H4 -1.3109 0.5347 -2.4946  0.106
H5 -0.5372 -0.6247 -1.5370  0.094
H6 1.2154 0.9733 -1.9931  0.106
H7 0.2337 2.2629 -1.4876  0.101
H8 1.1451 1.7017 0.7790  0.105
H9 0.7536 -0.1018 0.4081  0.078
H10 -0.9233 -2.4842 1.0269  0.020
H11 -1.4578 -3.7396 1.7547  0.056
O1 -1.6995 -3.0607 1.0767  -0.082
H12 3.1786 -1.0323 1.0159  0.018
H13 4.2651 -1.0314 0.1006  0.045
O2 3.7278 -0.3791 0.5861  -0.061

Max |F|   0.04967 Eh/bohr
Net charge   0
Multiplicity   1
LUMO   0.3454 eV
ΔE to the lowest compared entry with this formula, charge and spin   29.49 kcal per mole

***

ORCA calculation (the ωB97M-V functional and the def2-TZVPD basis) on a cluster of 3 separate species, C4H13NO3 in total.

Each line ends with the Löwdin charge.
Element x y z (Å)
C1 0.1076 -0.0392 2.0627  -0.094
C2 0.6191 1.2794 1.4748  -0.298
N1 0.2225 1.6126 0.1238  -0.064
C3 -1.2046 1.4759 -0.1745  -0.196
C4 -1.6508 2.6010 -1.0919  -0.260
O1 -1.8916 3.7103 -0.7113  0.059
H1 0.6942 -0.2449 2.9559  0.069
H2 0.2360 -0.8256 1.3094  0.065
H3 -0.9522 0.0341 2.2901  0.060
H4 1.7043 1.2706 1.5115  0.104
H5 0.3446 2.1026 2.1374  0.110
H6 0.7426 1.0703 -0.5396  0.099
H7 -1.3803 0.5462 -0.7196  0.095
H8 -1.8861 1.4823 0.6921  0.127
H9 -1.7299 2.3253 -2.1598  0.115
H10 2.2382 -3.5180 -0.5675  0.043
H11 2.6098 -4.3024 -1.8454  0.036
O2 1.9052 -4.1755 -1.2018  -0.068
H12 -0.1863 -2.2755 -2.6278  0.036
H13 -0.4036 -2.3631 -1.1051  0.030
O3 -0.1388 -1.7663 -1.8135  -0.068

Max |F|   0.01573 Eh/bohr
Net charge   0
Multiplicity   1
LUMO   0.4214 eV
ΔE to the lowest compared entry with this formula, charge and spin   47.73 kcal per mole

***

ORCA calculation (the ωB97M-V functional and the def2-TZVPD basis) on a cluster of 4 separate species, C4H13NO3 in total.

Each line ends with the Löwdin charge.
Element x y z (Å)
N1 -0.9049 -1.7834 -0.2735  0.236
C1 -0.6179 -0.6631 0.5139  -0.238
C2 -1.7309 0.3751 0.3462  -0.049
C3 0.7123 1.0628 1.8420  -0.053
C4 0.5680 -0.2873 1.1022  0.073
H1 0.0609 -2.0965 -0.5218  -0.029
H2 -1.5029 -1.5776 -1.0286  0.100
H3 -2.4331 0.4821 1.2395  0.111
H4 -1.2888 1.3447 0.0108  0.063
H5 -0.2831 1.4191 2.2356  0.098
H6 1.2540 1.8392 1.1893  0.110
H7 1.4496 -0.9147 1.1830  0.114
H8 0.7101 0.7173 -2.0045  -0.047
H9 -2.4388 0.0282 -0.4294  0.082
O1 0.4329 -0.1129 -2.3340  -0.124
H10 1.3478 0.8666 2.7426  0.097
H11 0.1592 2.9766 -1.2167  -0.046
O2 0.3732 2.2744 -0.6114  -0.264
H12 1.7771 -2.7939 -1.4724  0.005
H13 0.9220 -0.8877 -1.7832  0.053
O3 1.4332 -2.2690 -0.7296  -0.292

Max |F|   0.13913 Eh/bohr
Net charge   0
Multiplicity   1
LUMO   -4.3581 eV
ΔE to the lowest compared entry with this formula, charge and spin   197.02 kcal per mole

***

ORCA calculation (the ωB97M-V functional and the def2-TZVPD basis) on a cluster of 3 separate species, C4H13NO3 in total.

Each line ends with the Löwdin charge.
Element x y z (Å)
C1 -1.3654 0.2307 1.9859  -0.098
C2 -0.4204 -0.2187 0.8615  -0.252
C3 0.1750 -1.6339 1.0450  -0.136
C4 -0.8383 -2.7262 0.8273  -0.560
N1 -0.4365 -3.9689 1.1846  0.152
O1 -1.9454 -2.5144 0.3767  0.062
H1 -1.6941 -0.6289 2.5580  0.069
H2 -2.2256 0.7116 1.5632  0.062
H3 -0.9499 0.9647 2.6817  0.067
H4 -0.9917 -0.1851 -0.0504  0.093
H5 0.4111 0.4666 0.6628  0.101
H6 1.0646 -1.6709 0.4136  0.116
H7 0.5269 -1.6276 2.0832  0.119
H8 0.5237 -4.1715 1.3998  0.098
H9 -0.9968 -4.7731 0.9507  0.108
H10 0.8737 2.8226 -3.4140  0.012
H11 0.6953 2.3956 -4.8634  0.032
O2 0.3144 2.2684 -3.9880  -0.068
H12 2.4791 4.0719 -1.7131  0.040
H13 2.4636 5.5335 -2.0947  0.041
O3 2.3368 4.6535 -2.4704  -0.057

Max |F|   0.03775 Eh/bohr
Net charge   0
Multiplicity   1
LUMO   0.5058 eV
ΔE to the lowest compared entry with this formula, charge and spin   14.49 kcal per mole

***

ORCA calculation (the ωB97M-V functional and the def2-TZVPD basis) on a cluster of 4 separate species, C4H13NO3 in total.

Each line ends with the Löwdin charge.
Element x y z (Å)
C1 4.0119 -0.8510 0.5043  -0.122
C2 2.8214 -0.7608 1.4239  -0.156
C3 1.8079 -1.6075 1.3572  -0.191
N1 0.6460 -1.4052 2.1522  -0.020
C4 0.5020 -2.0728 3.2085  -0.058
H1 3.7501 -0.7902 -0.5503  0.070
H2 4.6110 -1.7626 0.5949  0.067
H3 4.7552 -0.0990 0.7652  0.061
H4 2.7933 0.1169 2.0535  0.099
H5 1.7077 -2.3944 0.6404  0.111
H6 1.2361 -2.8399 3.4849  0.076
H7 -0.3343 -1.9256 3.8864  0.064
H8 -1.6188 2.1712 -1.4698  -0.011
H9 -2.6085 1.8751 -0.4398  0.033
O1 -1.7096 1.6569 -0.7000  -0.040
H10 -2.7085 5.6364 -1.7843  0.029
H11 -1.4858 5.2039 -0.9312  0.039
O2 -2.0815 4.9315 -1.6344  -0.051
H12 -5.2293 -2.4460 -3.9890  0.030
H13 -5.7767 -1.0238 -4.1247  0.030
O3 -5.0895 -1.6131 -4.4479  -0.060

Max |F|   0.03945 Eh/bohr
Net charge   0
Multiplicity   1
LUMO   0.8292 eV
ΔE to the lowest compared entry with this formula, charge and spin   67.27 kcal per mole

***

ORCA calculation (the ωB97M-V functional and the def2-TZVPD basis) on a cluster of 3 separate species, C4H13NO3 in total.

Each line ends with the Löwdin charge.
Element x y z (Å)
O1 -0.4329 -0.8230 -0.8576  0.025
C1 -0.0578 -1.3812 0.1950  -0.155
C2 -0.7396 -0.9391 1.6167  -0.100
C3 -0.9059 0.5779 1.7704  -0.092
C4 0.4920 1.3436 1.4089  -0.116
N1 0.3784 1.9089 0.0736  0.294
H1 0.5153 -2.3119 0.3127  0.123
H2 -1.6253 -1.4849 1.5485  0.099
H3 -0.2201 -1.4010 2.5164  0.141
H4 -1.5614 0.8942 2.5625  0.124
H5 -1.3494 0.9274 0.8101  0.095
H6 0.6997 2.0724 2.1916  0.146
H7 1.3696 0.7698 1.4657  0.107
H8 0.6941 1.2932 -0.6451  0.105
H9 -0.5765 2.1104 -0.1604  0.124
H10 -0.4455 0.7962 -2.4079  -0.038
H11 -1.6246 0.1364 -2.7795  0.000
O2 -1.2649 0.9780 -2.7822  0.008
H12 3.0933 -1.5020 -0.2318  0.153
H13 2.3649 -2.2275 -1.3237  0.096
O3 2.1085 -1.5351 -0.6502  -0.138

Max |F|   0.11321 Eh/bohr
Net charge   +1
⟨S²⟩   0.756
Multiplicity   2
LUMO (alpha / beta)   -3.4104 / -8.5823 eV
ΔE to the lowest compared entry with this formula, charge and spin   80.01 kcal per mole

***

ORCA calculation (the ωB97M-V functional and the def2-TZVPD basis) on a cluster of 4 separate species, C4H13NO5 in total.

Each line ends with the Löwdin charge.
Element x y z (Å)
C1 1.3485 2.3970 0.1985  -0.194
N1 0.8132 1.0918 0.4136  -0.011
C2 -0.6141 0.9896 0.6725  0.034
C3 1.5356 -0.0027 -0.0635  -0.060
C4 0.9291 -0.7030 -1.3573  -0.134
O1 0.3308 -1.7138 -1.2723  0.167
O2 2.5096 2.5413 -0.0445  0.173
H1 0.6552 3.2353 0.3212  0.163
H2 -1.2203 0.8112 -0.2105  0.119
H3 -0.8227 0.1832 1.3858  0.105
H4 -0.8864 1.8843 1.2060  0.110
H5 1.5856 -0.7944 0.6960  0.167
H6 2.5845 0.2421 -0.2378  0.145
H7 1.1607 -0.1526 -2.2768  0.144
H8 -1.8456 -1.8318 1.7462  -0.010
H9 -3.1110 -1.9092 2.6240  0.049
O3 -2.5151 -1.2967 2.1856  -0.063
H10 -0.6840 2.4061 -2.0927  0.050
H11 -0.1885 1.6705 -3.3959  0.068
O4 -0.5827 1.5534 -2.5265  -0.034
H12 0.0966 -2.9547 0.3393  -0.006
H13 -0.6624 -4.2537 0.6612  0.065
O5 -0.4164 -3.3929 1.0280  -0.048

Max |F|   0.03625 Eh/bohr
Net charge   +1
⟨S²⟩   0.763
Multiplicity   2
LUMO (alpha / beta)   -4.1359 / -8.6495 eV
ΔE to the lowest compared entry with this formula, charge and spin   4.09 kcal per mole